one:
Density functional theory data (ωB97M-V/def2-TZVPD) for the ion C6H11N with charge -1.

The geometry in ORCA input format:
```
! RIJCOSX wB97M-V def2-TZVPD def2/J DEFGRID3
* xyz -1 2
C -1.39396 -0.83915 1.32013
N -0.12312 -2.63018 -0.84958
C -0.85688 -1.41271 -1.10508
C -0.97791 -0.41931 -0.14243
C -0.38828 0.92833 -0.28795
C 0.83116 1.22768 0.26976
C 1.56438 2.48456 -0.06398
H -1.06435 -0.06293 2.00485
H -0.80501 -1.75934 1.48625
H -2.45298 -1.00537 1.28911
H 0.43485 -2.98730 -1.60725
H 0.38789 -2.66096 0.01792
H -1.30437 -1.33878 -2.10708
H -0.89670 1.83365 -0.62824
H 1.40308 0.42242 0.81018
H 1.08123 3.20832 -0.69295
H 2.49978 2.14249 -0.54879
H 2.06118 2.86857 0.83514
*
```

## Properties
LUMO (spin up / spin down) ... 4.113 / 4.088 eV
HOMO energy (spin up / spin down) ... 0.598 / -0.960 eV
HOMO-LUMO gap (spin up / spin down) ... 3.51 / 5.05 eV

two:
Density functional theory data (ωB97M-V/def2-TZVPD) for the ion C6H11N with charge -1.

The geometry in ORCA input format:
```
! RIJCOSX wB97M-V def2-TZVPD def2/J DEFGRID3
* xyz -1 2
C 1.78216 0.33335 1.80458
C 1.49501 0.28601 0.29541
N -1.24404 -1.89718 -1.36759
C -0.08164 -1.22634 -1.01008
C 0.16459 -0.10386 -0.17389
C -0.80304 1.00920 -0.33024
C -2.20128 1.00870 -0.26041
H 0.96667 0.97364 2.28800
H 1.66694 -0.64950 2.26568
H 2.75550 0.98585 1.92555
H 1.70012 1.32445 -0.14556
H 2.25526 -0.42871 -0.16940
H -1.27626 -2.50456 -2.28515
H -2.14531 -1.50313 -1.14281
H 0.81322 -1.64032 -1.51603
H -0.40883 2.03818 -0.32988
H -2.57472 1.86022 0.26560
H -2.86434 0.13399 -0.11378
*
```

## Properties
LUMO (spin up / spin down) ... 4.496 / 4.278 eV
HOMO energy (spin up / spin down) ... 0.690 / -1.996 eV
HOMO-LUMO gap (spin up / spin down) ... 3.81 / 6.27 eV

Most stable of them? two.

one:
Density functional theory data (ωB97M-V/def2-TZVPD) for a cluster of 3 separate species, C4H7ClN2 in total.

The geometry in ORCA input format:
```
! RIJCOSX wB97M-V def2-TZVPD def2/J DEFGRID3
* xyz 0 1
C -0.32620 0.88191 2.00463
C 0.57186 0.58263 1.08106
C 1.54412 0.34394 0.26387
H -0.19351 0.60186 3.07886
H -1.39638 1.11077 1.78370
H 1.58288 -0.68400 -0.24998
H 2.19883 1.11535 0.09230
N -1.97388 -1.88932 -2.55798
C -1.34247 -0.94066 -2.26367
N -0.37972 -0.20242 -2.08589
H -2.74084 -1.94355 -3.15610
H 0.01196 -0.02218 -1.21746
Cl 0.66631 1.95528 -4.30863
H 0.49332 1.04487 -3.41622
*
```

## Properties
LUMO ... 0.628 eV
HOMO energy ... -10.171 eV
Structure (SMILES) ... C=C=C.N=C=N.Cl
HOMO-LUMO gap ... 10.80 eV

two:
Density functional theory data (ωB97M-V/def2-TZVPD) for a cluster of 2 separate species, C4H7ClN2 in total.

The geometry in ORCA input format:
```
! RIJCOSX wB97M-V def2-TZVPD def2/J DEFGRID3
* xyz 0 1
Cl 3.18514 -1.24811 -0.15748
C 2.01280 -1.13899 1.10722
N 1.30150 -0.04722 1.35189
C 0.57109 -0.34175 2.42819
C 0.67650 -1.71562 2.66022
N 1.59078 -2.19925 1.81905
H -0.06461 0.40235 2.85087
H 0.31455 -2.18249 3.50685
H 1.95190 -3.11879 1.58751
C -0.02412 1.66189 -1.26673
H 0.15931 0.74067 -1.74123
H 0.49150 1.86339 -0.31206
H -1.09727 1.63995 -1.30065
H 0.42868 2.35833 -1.95371
*
```

## Properties
LUMO ... 0.706 eV
HOMO energy ... -8.697 eV
Structure (SMILES) ... Clc1ncc[nH]1.C
HOMO-LUMO gap ... 9.40 eV

three:
Density functional theory data (ωB97M-V/def2-TZVPD) for the molecule C4H7ClN2.

The geometry in ORCA input format:
```
! RIJCOSX wB97M-V def2-TZVPD def2/J DEFGRID3
* xyz 0 1
C 0.11992 -1.89029 -1.86438
C -0.26996 -0.78691 -0.98029
N -1.14445 -0.83493 -0.04507
N -1.12958 0.32676 0.56747
C 0.00847 0.77322 0.88555
C -0.01516 2.02246 1.74351
Cl 1.60271 -0.16182 1.09899
H -0.50075 -2.67342 -1.74177
H 1.08803 -2.39047 -1.60151
H 0.01686 -1.47299 -2.79897
H 0.30466 0.04086 -1.17291
H 0.07889 2.89984 1.02424
H 0.72315 2.00461 2.58335
H -0.88278 2.14306 2.30180
*
```

## Properties
LUMO ... 0.490 eV
HOMO energy ... -9.693 eV
Structure (SMILES) ... C/C=N/N=C(/C)Cl
HOMO-LUMO gap ... 10.18 eV

four:
Density functional theory data (ωB97M-V/def2-TZVPD) for a structure of composition C4H7ClN2.

The geometry in ORCA input format:
```
! RIJCOSX wB97M-V def2-TZVPD def2/J DEFGRID3
* xyz 0 1
C 1.10856 -0.44191 -0.69806
C 0.45829 -0.10582 0.66175
C 0.14071 1.46471 -1.27941
C -0.66827 -1.22294 0.95478
N 0.89230 0.34457 -1.61189
N -0.11601 1.19310 0.53955
Cl -1.49877 1.32540 -2.05042
H 1.81750 -1.39778 -0.83841
H 1.12671 -0.18160 1.61864
H 0.49066 2.49980 -1.25835
H -0.14577 -2.15924 1.28555
H -1.34369 -1.49222 0.21870
H -1.09919 -0.88343 1.78927
H -1.16302 1.05735 0.66829
*
```

## Properties
LUMO ... 0.871 eV
HOMO energy ... -9.248 eV
HOMO-LUMO gap ... 10.12 eV

Most stable of them? two.

one:
Density functional theory data (ωB97M-V/def2-TZVPD) for the molecule C4H7ClN2.

The geometry in ORCA input format:
```
! RIJCOSX wB97M-V def2-TZVPD def2/J DEFGRID3
* xyz 0 1
Cl -3.04056 0.45796 -0.12152
C -1.50633 -0.34975 -0.32869
C -0.42711 0.20063 0.51018
C 0.36471 1.43011 0.18032
N 1.57087 1.33722 -0.22100
N 1.62340 -0.09623 -0.50565
C 0.70488 -0.84016 0.31315
H -1.19907 -0.04047 -1.44936
H -1.52302 -1.46818 -0.10643
H -0.84174 0.32030 1.47951
H -0.00153 2.43639 0.10966
H 2.62845 -0.54175 -0.79504
H 1.31476 -1.07892 1.25642
H 0.33227 -1.76714 -0.32155
*
```

## Properties
LUMO ... 0.837 eV
HOMO energy ... -8.390 eV
Structure (SMILES) ... ClC[C@@H]1C=NNC1
HOMO-LUMO gap ... 9.23 eV

two:
Density functional theory data (ωB97M-V/def2-TZVPD) for the molecule C4H7ClN2.

The geometry in ORCA input format:
```
! RIJCOSX wB97M-V def2-TZVPD def2/J DEFGRID3
* xyz 0 1
C -0.72685 1.30685 -1.09681
C -0.38949 0.54047 -0.05431
Cl -1.38040 0.58876 1.39026
C 0.78946 -0.36147 0.01413
C 1.61593 -0.36413 1.27707
N 1.17336 -1.12476 -0.94432
N 0.51105 -1.15273 -2.12966
H -1.56663 1.95255 -1.08758
H -0.10095 1.30796 -2.00459
H 1.87419 0.66442 1.55683
H 1.01482 -0.75144 2.12498
H 2.50191 -0.98884 1.10674
H -0.46294 -0.93683 -2.09614
H 0.68112 -2.04467 -2.55738
*
```

## Properties
LUMO ... 0.772 eV
HOMO energy ... -8.810 eV
Structure (SMILES) ... C=C(Cl)/C(C)=N\N
HOMO-LUMO gap ... 9.58 eV

Most stable of them? two.

one:
Density functional theory data (ωB97M-V/def2-TZVPD) for a cluster of 2 separate species, C2H5PS in total.

The geometry in ORCA input format:
```
! RIJCOSX wB97M-V def2-TZVPD def2/J DEFGRID3
* xyz 0 1
C -1.06910 0.14746 -0.25995
C 1.45285 -0.65539 0.13749
P -2.68683 0.43890 0.33557
S -0.21205 -1.28558 -0.06841
H -0.03927 1.24117 -0.64487
H 2.15939 -1.45050 -0.08850
H 1.73499 -0.43315 1.22025
H 1.72110 0.28099 -0.33055
H -3.06109 1.71610 -0.30103
*
```

## Properties
LUMO ... -0.071 eV
HOMO energy ... -8.128 eV
HOMO-LUMO gap ... 8.06 eV

two:
Density functional theory data (ωB97M-V/def2-TZVPD) for the molecule C2H5PS.

The geometry in ORCA input format:
```
! RIJCOSX wB97M-V def2-TZVPD def2/J DEFGRID3
* xyz 0 1
P 1.34508 -0.70737 0.70527
C -0.23866 -0.20647 -0.08925
C -0.59651 1.13882 -0.19590
S -1.62591 0.28569 0.99569
H 1.95795 -0.90323 -0.50501
H 0.84068 -1.97783 0.76365
H -0.55122 -0.93689 -0.89258
H 0.10412 1.78348 0.17946
H -1.23553 1.52380 -0.96134
*
```

## Properties
LUMO ... 1.022 eV
HOMO energy ... -8.848 eV
Structure (SMILES) ... P[C@@H]1CS1
HOMO-LUMO gap ... 9.87 eV

Most stable of them? two.

one:
Density functional theory data (ωB97M-V/def2-TZVPD) for the molecule C2H5PS.

The geometry in ORCA input format:
```
! RIJCOSX wB97M-V def2-TZVPD def2/J DEFGRID3
* xyz 0 1
P -1.60845 -0.63209 -0.13017
C -0.32517 0.64528 0.17334
C 1.18377 -0.13482 0.60447
S 2.44765 0.04514 -0.34211
H -0.74557 -1.58673 -0.64523
H -1.85468 -0.19660 -1.39595
H 0.09406 1.29250 -0.71738
H -0.43939 1.35636 1.08630
H 1.24779 -0.78904 1.36672
*
```

## Properties
LUMO ... -0.202 eV
HOMO energy ... -8.673 eV
Structure (SMILES) ... PCC=S
HOMO-LUMO gap ... 8.47 eV

two:
Density functional theory data (ωB97M-V/def2-TZVPD) for a cluster of 3 separate species, C2H5PS in total.

The geometry in ORCA input format:
```
! RIJCOSX wB97M-V def2-TZVPD def2/J DEFGRID3
* xyz 0 1
C 0.54737 0.49708 -0.96930
C -1.93806 -0.31577 -0.21084
P 1.92214 -0.24423 -0.34349
S -0.90775 0.98206 -0.38689
H 1.31390 0.76325 1.82970
H -1.74098 -1.32826 -0.37833
H 1.45220 0.14190 2.37756
H -3.08280 -0.06654 -0.21689
H 2.43399 -0.42948 -1.70152
*
```

## Properties
LUMO (spin up / spin down) ... -0.450 / -0.362 eV
HOMO energy (spin up / spin down) ... -7.946 / -7.897 eV
HOMO-LUMO gap (spin up / spin down) ... 7.50 / 7.54 eV

Most stable of them? one.

one:
Density functional theory data (ωB97M-V/def2-TZVPD) for the molecule C9H10O2.

The geometry in ORCA input format:
```
! RIJCOSX wB97M-V def2-TZVPD def2/J DEFGRID3
* xyz 0 1
C -2.68292 0.64730 -0.03471
C -1.40345 0.39208 -0.10634
C -0.44293 -0.09658 0.88057
C -0.39159 -0.21244 2.20693
C 0.66794 -0.72337 -0.07599
C 1.34019 -1.96902 0.41260
O 2.24564 -2.12981 1.18681
C 1.62275 0.47865 -0.37250
C 0.77103 1.28327 -1.32290
C -0.53018 0.42361 -1.36625
O -0.03778 -0.93050 -1.31321
H -3.23135 0.74143 -0.94822
H -3.29706 0.31498 0.88921
H 0.48295 -0.60758 2.71879
H -1.12765 0.09889 3.03675
H 0.89644 -2.85645 -0.06711
H 2.56235 0.07185 -0.68291
H 1.91154 0.92816 0.56626
H 0.62475 2.30792 -1.00156
H 1.16631 1.30640 -2.35013
H -1.14698 0.53119 -2.25610
*
```

## Properties
LUMO ... 0.561 eV
HOMO energy ... -9.261 eV
Structure (SMILES) ... C=C1C(=C)[C@]2(C=O)CC[C@H]1O2
HOMO-LUMO gap ... 9.82 eV

two:
Density functional theory data (ωB97M-V/def2-TZVPD) for a structure of composition C9H10O2.

The geometry in ORCA input format:
```
! RIJCOSX wB97M-V def2-TZVPD def2/J DEFGRID3
* xyz 0 1
C 2.41158 2.16532 -0.59527
C 0.81296 2.37856 -0.80959
C -0.39760 0.44765 0.10441
C 0.26116 -0.37375 -0.75953
C 0.19571 -1.64671 -0.83818
C -0.65002 -2.40704 0.03063
C -1.57240 -1.57290 0.90801
C -2.30467 -2.20593 1.96690
C -1.43537 -0.20961 0.84889
H 2.60823 1.09422 -1.44545
H 2.79230 3.25438 -0.94694
H 2.74966 1.67533 0.73880
H 0.34829 2.21989 -1.82506
H 0.56269 3.49136 -0.64783
H 1.00177 0.17047 -1.48402
H 0.59059 -2.13625 -1.76836
H -0.44378 -3.51550 0.12730
H -2.25190 -3.27878 1.91437
H -1.98178 0.25717 1.58993
O -0.23656 1.74175 0.16993
O -3.06088 -1.54966 2.72104
*
```

## Properties
LUMO ... 0.049 eV
HOMO energy ... -8.377 eV
HOMO-LUMO gap ... 8.43 eV

Most stable of them? one.

one:
Density functional theory data (ωB97M-V/def2-TZVPD) for a cluster of 2 separate species, C4H10NO2S in total.

The geometry in ORCA input format:
```
! RIJCOSX wB97M-V def2-TZVPD def2/J DEFGRID3
* xyz -1 1
C -0.71777 -0.32030 -1.21776
C 1.74316 -0.96225 0.64125
C 1.21503 1.52051 0.14294
C 1.49975 0.13588 -0.40035
N -2.86707 -1.19439 0.03864
O -2.60951 1.27549 -0.14555
O -1.16155 0.08455 1.45886
S -1.73759 0.11726 0.09842
H -0.46830 0.55472 -1.90851
H 1.99390 -2.01685 0.08111
H 0.72904 -1.13441 1.21006
H 2.57416 -0.81816 1.33362
H 0.74158 2.17009 -0.74113
H 0.52984 1.48520 0.85536
H 2.13149 2.09138 0.64555
H 2.08462 0.29164 -1.37400
H -2.32465 -2.13152 0.14636
H -3.35611 -1.14885 -0.86485
*
```

## Properties
LUMO (spin up / spin down) ... 3.800 / 3.799 eV
HOMO energy (spin up / spin down) ... -3.214 / -3.211 eV
HOMO-LUMO gap (spin up / spin down) ... 7.01 / 7.01 eV

two:
Density functional theory data (ωB97M-V/def2-TZVPD) for a cluster of 2 separate species, C4H10NO2S in total.

The geometry in ORCA input format:
```
! RIJCOSX wB97M-V def2-TZVPD def2/J DEFGRID3
* xyz -1 1
O -1.68507 -0.58898 -1.61482
C -1.00946 -0.02779 -0.70090
N -0.11241 -0.75242 0.00948
C 0.84900 -0.36384 1.14200
C 1.42588 1.03075 0.88190
S 2.97838 1.10058 1.82558
C -1.13477 1.44871 -0.49958
H -0.12047 -1.74200 -0.28217
H 0.28323 -0.37138 2.09692
H 1.64357 -1.12855 1.17848
H 1.57612 1.29022 -0.13289
H 0.78555 1.85354 1.45537
H -0.93052 1.89048 0.47267
H -2.27497 1.69435 -0.68022
H -0.51044 1.91388 -1.24228
H -2.97347 -1.77423 -2.67047
H -3.19487 -3.00361 -1.69932
O -3.55678 -2.59752 -2.47421
*
```

## Properties
LUMO ... 3.319 eV
HOMO energy ... -2.762 eV
HOMO-LUMO gap ... 6.08 eV

Most stable of them? two.

one:
Density functional theory data (ωB97M-V/def2-TZVPD) for the molecule C15H19ClN2O2.

The geometry in ORCA input format:
```
! RIJCOSX wB97M-V def2-TZVPD def2/J DEFGRID3
* xyz 0 1
C -0.46264 1.54238 -4.38559
C 0.52593 1.16955 -3.29386
O 1.73088 1.16278 -3.63047
C 0.11778 0.78373 -1.91283
C -1.07640 1.28589 -1.39806
C -1.54751 0.88986 -0.12175
C -0.76204 -0.01768 0.63977
C 0.44450 -0.50776 0.13480
N 1.32692 -1.26096 0.92083
C 1.82307 -2.54771 0.45418
C 3.33462 -2.47804 0.55980
O 3.55374 -1.51490 1.63467
C 2.48488 -0.59091 1.58146
N 2.99413 0.52683 0.84511
Cl 2.12895 -0.02405 3.19987
C 0.86456 -0.09321 -1.14820
C -1.26245 -0.51413 1.99677
C -2.77421 -0.31951 2.14113
C -3.20391 1.10092 1.80746
C -2.92958 1.35037 0.33308
H -1.32517 0.85662 -4.42952
H 0.00755 1.54483 -5.38966
H -0.86640 2.53503 -4.23464
H -1.70663 1.98380 -1.96854
H 1.49756 -2.74324 -0.56654
H 1.42990 -3.37031 1.07154
H 3.77149 -2.06390 -0.36750
H 3.79996 -3.44042 0.83115
H 3.86916 0.82188 1.23338
H 2.30515 1.24693 0.95777
H 1.83277 -0.48035 -1.50450
H -1.07909 -1.56992 2.14283
H -0.75660 0.03043 2.81448
H -3.09380 -0.46468 3.18065
H -3.31077 -1.05698 1.52744
H -4.25641 1.17389 2.02838
H -2.69547 1.82854 2.45477
H -3.04985 2.41004 0.14517
H -3.68461 0.81437 -0.28487
*
```

## Properties
LUMO ... 0.460 eV
HOMO energy ... -8.906 eV
Structure (SMILES) ... CC(=O)c1cc2c(c(N3CCO[C@]3(N)Cl)c1)CCCC2
HOMO-LUMO gap ... 9.37 eV

two:
Density functional theory data (ωB97M-V/def2-TZVPD) for the molecule C15H19ClN2O2.

The geometry in ORCA input format:
```
! RIJCOSX wB97M-V def2-TZVPD def2/J DEFGRID3
* xyz 0 1
N -1.92806 1.57205 -1.80018
C -2.17464 0.50882 -0.99004
N -1.42641 -0.48999 -0.71310
O -0.12772 -0.66651 -1.21804
C 0.81584 0.26307 -1.27253
O 0.66259 1.44612 -1.05019
C 2.12322 -0.34390 -1.73063
C 2.54087 -1.61708 -0.98579
C 3.18385 -1.39268 0.38753
C 4.45521 -0.51536 0.34324
C 4.11877 0.74101 1.14734
C 3.15556 0.22146 2.20888
C 2.25329 -0.71473 1.40894
C -3.52669 0.41283 -0.39314
C -4.63927 0.92078 -1.05741
C -5.89741 0.83209 -0.49078
C -6.04508 0.23548 0.75132
Cl -7.61342 0.13421 1.46658
C -4.94846 -0.28487 1.42275
C -3.69634 -0.19740 0.84681
H -2.57010 2.34576 -1.73476
H -0.95511 1.83861 -1.91289
H 1.98805 -0.59037 -2.78723
H 2.88579 0.43086 -1.65563
H 1.66437 -2.25623 -0.86849
H 3.26134 -2.15091 -1.61018
H 3.45389 -2.38533 0.76167
H 5.28198 -1.04218 0.82182
H 4.76197 -0.28486 -0.67604
H 3.60524 1.47114 0.52000
H 5.00419 1.21288 1.57158
H 3.70460 -0.33857 2.96818
H 2.59839 1.01778 2.70002
H 1.49709 -0.12279 0.89649
H 1.73875 -1.44130 2.03630
H -4.53552 1.36352 -2.03703
H -6.75990 1.22030 -1.00939
H -5.07854 -0.75254 2.38588
H -2.83219 -0.60116 1.34813
*
```

## Properties
LUMO ... 0.647 eV
HOMO energy ... -9.077 eV
Structure (SMILES) ... N/C(=N\OC(=O)CCC1CCCC1)c1ccc(Cl)cc1
HOMO-LUMO gap ... 9.72 eV

Most stable of them? one.